The following is a DFT calculation (ωB97M-V/def2-TZVPD) of 6 unconnected molecules or ions with the total composition C24H42O12 in a non-equilibrium geometry.

Output
Charge: +1
<S²>: 0.76
Frontier orbital gap (spin up / spin down), eV: 8.8541 / 3.6908
E_LUMO (spin up / spin down), eV: -3.8009 / -8.9641
HOMO level (spin up / spin down), eV: -12.655 / -12.655
DFT total energy, eV: -50129.9068
2S+1: 2
Energy relative to the best compared isomer or geometry (same formula, charge and spin), kJ/mol: 0.00

CARTESIAN COORDINATES (ANGSTROEM)
O: -14.416 -4.156 -23.645
C: -15.402 -3.653 -23.111
O: -15.499 -2.386 -22.732
C: -14.464 -1.502 -23.172
C: -14.489 -1.173 -24.680
C: -16.628 -4.472 -22.689
H: -13.509 -1.956 -22.909
H: -14.723 -0.630 -22.572
H: -13.725 -0.450 -24.965
H: -15.469 -0.782 -24.955
H: -14.171 -2.000 -25.314
H: -17.491 -3.914 -22.326
H: -16.276 -4.983 -21.793
H: -16.946 -5.139 -23.491
O: -11.838 -0.310 -20.269
C: -12.044 0.865 -20.615
O: -11.906 1.331 -21.862
C: -11.257 0.468 -22.800
C: -10.229 1.313 -23.499
C: -12.633 1.915 -19.713
H: -12.009 0.123 -23.509
H: -10.714 -0.335 -22.302
H: -9.565 1.919 -22.882
H: -10.621 2.002 -24.247
H: -9.585 0.662 -24.090
H: -13.257 1.416 -18.972
H: -13.230 2.655 -20.246
H: -11.857 2.481 -19.197
O: -7.723 -1.811 -19.750
C: -8.605 -2.127 -20.563
O: -8.582 -1.927 -21.976
C: -7.398 -1.174 -22.461
C: -7.304 -1.466 -23.954
C: -9.879 -2.774 -20.174
H: -6.406 -1.410 -22.077
H: -7.530 -0.117 -22.233
H: -8.146 -1.193 -24.591
H: -7.092 -2.529 -24.069
H: -6.381 -1.006 -24.306
H: -10.156 -2.373 -19.199
H: -9.695 -3.847 -20.219
H: -10.709 -2.492 -20.822
O: -11.097 -7.789 -26.433
C: -11.403 -6.829 -27.106
O: -11.679 -5.668 -26.521
C: -12.099 -4.694 -27.445
C: -11.746 -5.278 -28.839
C: -11.679 -6.762 -28.581
H: -11.492 -3.806 -27.263
H: -13.165 -4.470 -27.412
H: -10.769 -4.891 -29.131
H: -12.352 -4.943 -29.680
H: -10.918 -7.151 -29.258
H: -12.642 -7.222 -28.802
O: -6.966 -5.418 -27.032
C: -7.208 -4.243 -27.292
O: -8.432 -3.820 -27.511
C: -8.502 -2.386 -27.805
C: -7.048 -2.076 -28.087
C: -6.278 -3.021 -27.289
H: -8.873 -1.683 -27.060
H: -9.039 -2.202 -28.736
H: -6.792 -1.042 -27.858
H: -6.813 -2.160 -29.148
H: -5.986 -2.683 -26.295
H: -5.340 -3.296 -27.771
O: -11.113 -2.183 -23.971
C: -10.551 -3.282 -23.964
O: -9.374 -3.587 -24.572
C: -9.013 -4.923 -24.289
C: -9.728 -5.220 -22.985
C: -11.019 -4.503 -23.095
H: -7.942 -5.040 -24.122
H: -9.186 -5.613 -25.115
H: -9.227 -4.796 -22.114
H: -9.768 -6.278 -22.727
H: -11.464 -4.192 -22.150
H: -11.758 -5.070 -23.662

The following is a DFT calculation (ωB97M-V/def2-TZVPD) of a molecular structure, C11H9NO9SbSe4Tc.

Output
Charge: +2
Frontier orbital gap (spin up / spin down), eV: 4.8323 / 4.8331
E_LUMO (spin up / spin down), eV: -9.3650 / -9.3643
HOMO level (spin up / spin down), eV: -14.197 / -14.197
DFT total energy, eV: -301573.0988
Energy relative to the best compared isomer or geometry (same formula, charge and spin), kJ/mol: 0.00

CARTESIAN COORDINATES (ANGSTROEM)
Tc: -0.727 1.303 0.207
O: -2.802 -1.172 2.567
C: -2.563 -0.222 1.730
O: -1.760 0.712 1.938
C: -3.373 -0.254 0.465
O: -2.833 0.785 -0.350
C: -2.952 0.607 -1.782
C: -1.599 0.935 -2.396
O: -1.213 0.571 -3.449
O: -0.899 1.800 -1.577
H: -2.287 -1.079 3.389
H: -3.328 -1.237 -0.001
H: -4.413 -0.027 0.722
H: -3.240 -0.410 -2.037
H: -3.697 1.307 -2.161
O: 1.192 1.402 0.537
C: 2.038 0.434 0.393
C: 1.804 -0.899 0.074
C: 2.942 -1.759 0.020
C: 2.763 -3.071 -0.241
C: 1.480 -3.622 -0.458
C: 0.369 -2.828 -0.407
C: 0.495 -1.447 -0.152
O: -0.564 -0.697 -0.128
N: 3.943 -3.963 -0.299
O: 3.727 -5.129 -0.534
O: 5.021 -3.450 -0.105
H: 3.068 0.743 0.568
H: 3.938 -1.369 0.185
H: 1.407 -4.681 -0.668
H: -0.619 -3.230 -0.583
Se: 0.988 6.548 -0.295
Sb: 1.602 6.629 2.340
Se: 0.564 4.370 -0.727
Se: -0.832 3.613 0.814
Se: 2.360 8.785 2.401

The following is a DFT calculation (ωB97M-V/def2-TZVPD) of a molecular structure, C55H41N11O2P2SSe2V in a non-equilibrium geometry.

Output
<S²>: 0.77
Frontier orbital gap (spin up / spin down), eV: 6.3370 / 6.7168
E_LUMO (spin up / spin down), eV: -1.4941 / -1.1151
HOMO level (spin up / spin down), eV: -7.831 / -7.832
DFT total energy, eV: -263983.4042
2S+1: 2
Energy relative to the best compared isomer or geometry (same formula, charge and spin), kJ/mol: 17.68

CARTESIAN COORDINATES (ANGSTROEM)
V: 1.967 0.644 1.838
C: 3.326 0.185 -1.310
C: 4.385 0.481 -0.300
C: 5.715 0.622 -0.776
C: 6.720 0.900 0.088
C: 6.435 1.043 1.467
C: 7.440 1.344 2.410
C: 7.112 1.478 3.729
C: 5.782 1.312 4.147
C: 4.781 1.010 3.253
S: 3.147 0.790 3.833
C: 5.099 0.880 1.880
N: 4.088 0.596 0.980
H: 3.393 0.902 -2.132
H: 2.327 0.206 -0.893
H: 3.470 -0.812 -1.733
H: 5.896 0.508 -1.837
H: 7.741 1.017 -0.257
H: 8.460 1.470 2.067
H: 7.873 1.716 4.462
H: 5.530 1.428 5.194
Se: -1.709 2.115 -4.750
P: -2.580 1.564 -2.918
C: -3.546 2.875 -2.109
C: -3.891 4.008 -2.826
C: -4.656 5.005 -2.228
C: -5.075 4.868 -0.916
C: -4.729 3.731 -0.191
C: -3.964 2.744 -0.783
C: -3.782 0.208 -3.140
C: -3.473 -0.792 -4.059
C: -4.354 -1.834 -4.295
C: -5.580 -1.867 -3.645
C: -5.917 -0.852 -2.763
C: -5.023 0.180 -2.507
C: -1.352 1.184 -1.612
C: -0.513 0.160 -1.140
N: 0.298 0.724 -0.198
N: -0.018 2.014 -0.139
N: -0.999 2.306 -0.950
P: -0.346 -1.565 -1.660
Se: 1.282 -2.667 -0.902
C: -0.168 -1.486 -3.461
C: -0.665 -2.491 -4.287
C: -0.351 -2.501 -5.637
C: 0.474 -1.517 -6.167
C: 0.977 -0.520 -5.346
C: 0.654 -0.502 -3.999
C: -1.917 -2.392 -1.277
C: -3.003 -1.718 -0.733
C: -4.180 -2.396 -0.447
C: -4.280 -3.754 -0.699
C: -3.187 -4.443 -1.215
C: -2.008 -3.770 -1.488
H: -3.548 4.108 -3.849
H: -4.916 5.892 -2.792
H: -5.666 5.647 -0.450
H: -5.048 3.624 0.839
H: -3.672 1.873 -0.206
H: -2.545 -0.731 -4.610
H: -4.091 -2.608 -5.006
H: -6.278 -2.673 -3.840
H: -6.883 -0.856 -2.271
H: -5.314 0.964 -1.823
H: -1.310 -3.264 -3.885
H: -0.752 -3.279 -6.276
H: 0.715 -1.525 -7.223
H: 1.600 0.264 -5.759
H: 1.031 0.293 -3.366
H: -2.932 -0.659 -0.524
H: -5.021 -1.855 -0.029
H: -5.202 -4.281 -0.485
H: -3.253 -5.509 -1.398
H: -1.144 -4.315 -1.849
O: 1.895 -1.061 1.899
C: 2.343 -2.330 2.107
C: 3.710 -2.559 2.058
C: 4.201 -3.839 2.253
C: 3.321 -4.882 2.505
C: 1.961 -4.632 2.564
C: 1.435 -3.355 2.368
C: -0.016 -3.145 2.384
N: -0.662 -2.065 2.756
C: -1.996 -2.351 2.595
C: -2.155 -3.615 2.114
N: -0.884 -4.119 1.997
H: 4.371 -1.731 1.855
H: 5.268 -4.016 2.211
H: 3.690 -5.885 2.671
H: 1.291 -5.451 2.801
H: -2.763 -1.627 2.825
H: -3.026 -4.180 1.832
H: -0.640 -4.998 1.580
N: -3.717 2.068 6.422
C: -2.845 1.856 5.705
C: -1.756 1.574 4.801
C: -0.946 0.468 5.010
C: 0.072 0.223 4.114
N: 0.306 1.019 3.062
C: -0.472 2.093 2.869
C: -1.518 2.403 3.715
H: -1.105 -0.198 5.845
H: 0.717 -0.634 4.227
H: -0.245 2.698 2.005
H: -2.118 3.281 3.530
N: 2.660 3.725 -0.294
C: 2.366 3.585 1.012
O: 2.130 2.363 1.413
C: 2.329 4.633 1.910
C: 2.572 5.948 1.423
N: 2.814 6.978 0.963
C: 1.969 4.411 3.269
N: 1.654 4.207 4.358
H: 2.675 4.664 -0.663
H: 2.238 3.027 -0.888

The following is a DFT calculation (ωB97M-V/def2-TZVPD) of 10 unconnected molecules or ions with the total composition C14H48BBrN18O12 in a non-equilibrium geometry.

Output
SMILES string: CCCOCB(Br)COO.NC(N)=O.NC(N)=O.NC(N)=O.NC(N)=O.NC(N)=O.NC(N)=O.NC(N)=O.NC(N)=O.NC(N)=O
Frontier orbital gap, eV: 8.5136
E_LUMO, eV: 0.1791
HOMO level, eV: -8.334
DFT total energy, eV: -137411.5712
Energy relative to the best compared isomer or geometry (same formula, charge and spin), kJ/mol: 237.69

CARTESIAN COORDINATES (ANGSTROEM)
C: 6.810 -1.264 0.673
C: 5.911 -0.467 -0.442
C: 4.332 -0.266 -0.049
O: 3.566 -1.549 0.038
C: 2.200 -1.154 -0.392
B: 1.014 -2.165 0.227
Br: 1.429 -3.693 1.463
C: -0.548 -1.787 -0.250
O: -1.262 -0.963 0.764
O: -0.528 0.085 1.009
H: 7.615 -1.925 0.091
H: 6.215 -2.014 1.350
H: 7.413 -0.476 1.304
H: 5.958 -0.950 -1.522
H: 6.375 0.618 -0.544
H: 4.147 0.411 0.904
H: 3.837 0.329 -0.953
H: 2.182 -1.245 -1.561
H: 1.901 -0.058 -0.028
H: -1.159 -2.778 -0.379
H: -0.566 -1.162 -1.247
H: -0.325 0.532 0.133
N: -4.132 0.292 1.871
C: -5.432 -0.039 1.974
N: -5.694 -1.332 1.706
O: -6.299 0.763 2.284
H: -3.414 -0.364 1.616
H: -3.881 1.252 2.062
H: -6.657 -1.633 1.769
H: -4.985 -1.997 1.450
N: 1.242 3.250 -3.226
C: 2.101 2.279 -2.865
N: 3.079 2.047 -3.760
O: 2.001 1.662 -1.816
H: 1.319 3.761 -4.089
H: 0.488 3.464 -2.589
H: 3.751 1.326 -3.537
H: 3.166 2.552 -4.625
N: -5.010 -3.893 -2.642
C: -5.066 -3.094 -1.561
N: -5.937 -2.074 -1.674
O: -4.386 -3.278 -0.564
H: -5.567 -3.747 -3.466
H: -4.371 -4.675 -2.609
H: -6.018 -1.443 -0.889
H: -6.499 -1.918 -2.493
N: -0.518 -0.891 3.450
C: -1.338 -0.693 4.498
N: -0.810 -1.045 5.685
O: -2.464 -0.236 4.383
H: 0.411 -1.267 3.539
H: -0.866 -0.643 2.534
H: -1.385 -0.917 6.506
H: 0.117 -1.422 5.787
N: -3.068 3.901 0.238
C: -2.806 3.120 -0.826
N: -3.806 2.282 -1.154
O: -1.753 3.169 -1.441
H: -3.934 3.865 0.749
H: -2.349 4.549 0.527
H: -3.661 1.673 -1.948
H: -4.676 2.238 -0.652
N: 7.290 2.333 -6.049
C: 6.445 2.898 -5.167
N: 6.996 3.161 -3.968
O: 5.281 3.151 -5.433
H: 8.250 2.122 -5.836
H: 6.927 2.115 -6.966
H: 6.403 3.586 -3.268
H: 7.954 2.954 -3.743
N: -4.110 7.098 -0.549
C: -4.166 7.897 0.533
N: -5.037 8.917 0.419
O: -3.486 7.713 1.530
H: -4.667 7.244 -1.373
H: -3.471 6.316 -0.515
H: -5.118 9.548 1.205
H: -5.599 9.073 -0.399
N: -2.314 -6.701 -0.887
C: -1.983 -7.010 -2.154
N: -1.018 -7.941 -2.261
O: -2.513 -6.490 -3.123
H: -1.881 -7.126 -0.085
H: -3.035 -6.007 -0.750
H: -0.732 -8.209 -3.192
H: -0.577 -8.373 -1.466
N: 3.735 -1.790 7.108
C: 2.833 -2.053 6.144
N: 3.361 -2.576 5.023
O: 1.639 -1.836 6.276
H: 4.719 -1.967 7.005
H: 3.390 -1.396 7.972
H: 2.726 -2.792 4.267
H: 4.344 -2.758 4.909

Which value of energy relative to the best compared isomer or geometry (same formula, charge and spin) does entry 1 give?
0.00 kJ/mol

The highest energy relative to the best compared isomer or geometry (same formula, charge and spin) belongs to which entry?
C14H48BBrN18O12